1.
13
Properties=species:S:1:pos:R:3:lowdin_charge:R:1 method="wB97M-V/def2-TZVPD" homo_energy_ev=-9.4
O 0.4426 2.2492 0.1845 0.110
N 0.6432 -0.9976 -0.2729 -0.018
C 1.6249 0.0814 -0.3531 -0.128
C -0.3410 -0.1512 0.4433 -0.313
C -1.7338 -0.1141 -0.1636 -0.050
C 0.5686 1.0550 0.1305 -0.354
H 0.9497 -1.8344 0.2133 0.106
H -2.3246 0.6787 0.3061 0.082
H -2.2524 -1.0678 -0.0134 0.076
H 2.1769 0.2061 -1.2934 0.118
H -0.3937 -0.3594 1.5198 0.147
H 2.3168 0.1736 0.5381 0.141
H -1.6773 0.0805 -1.2392 0.084

=====

2.
19
Properties=species:S:1:pos:R:3:lowdin_charge:R:1 method="wB97M-V/def2-TZVPD" spin_multiplicity=2 homo_energy_ev="-10.0 / -10.0"
O 2.0164 -1.1063 2.7445 -0.030
O 1.8065 -1.4403 0.4469 -0.026
N -2.1082 1.2445 -1.2450 0.015
C -0.3317 -0.2849 0.3487 -0.231
C -0.8349 1.9052 -0.8859 -0.358
C 0.4421 -1.5862 0.1797 -0.284
C 0.1940 0.8765 -0.5539 -0.271
H 0.5806 0.3734 -1.4563 0.108
H 1.9732 -1.2728 1.5194 -0.017
H -0.4452 2.5278 -1.6955 0.105
H -0.0470 -2.3361 0.8157 0.123
H 1.0805 1.3473 -0.1173 0.117
H -0.2513 0.0515 1.3872 0.115
H -2.1999 1.3190 -2.2664 0.017
H 0.3239 -1.9389 -0.8529 0.128
H -1.1828 -0.1514 -1.5776 0.259
H 1.2972 -1.6453 3.1205 0.049
H -1.3778 -0.4324 0.0963 0.074
H -0.9355 2.5492 -0.0081 0.108

=====

3.
17
Properties=species:S:1:pos:R:3:lowdin_charge:R:1 method="wB97M-V/def2-TZVPD" homo_energy_ev="-9.2 / -6.8"
S 0.8141 -0.3015 1.3858 0.628
S 1.0218 1.1882 -2.1619 0.899
O 0.7854 -0.7452 2.7456 -0.325
O 2.0792 -0.2834 0.7334 -0.315
N 0.6421 -1.4083 -0.9664 -0.071
C -0.0674 -1.5457 0.2703 -0.173
C -0.6105 0.6921 -1.3918 -0.460
C -0.1129 1.2165 1.2549 -0.086
C 0.3522 -0.3355 -1.7070 -0.634
C -1.0196 1.2042 0.0763 -0.256
H 1.5979 -1.6074 -0.8802 0.106
H 0.1354 -2.5565 0.8141 0.153
H -1.9734 0.6516 0.2265 0.123
H -1.5861 0.8347 -2.0604 0.153
H -1.0679 -1.2547 -0.0107 0.092
H 0.3650 2.1054 1.7268 0.110
H -1.3553 2.1454 -0.0552 0.058

=====

4.
13
Properties=species:S:1:pos:R:3:lowdin_charge:R:1 method="wB97M-V/def2-TZVPD" homo_energy_ev=-8.5
C 1.1780 0.0110 0.3062 -0.221
C 0.4269 -1.1672 -0.2548 -0.194
C 0.4282 1.1763 -0.2659 -0.196
C -0.8538 1.4654 0.0785 -0.019
C -0.8556 -1.4703 0.0779 -0.020
H 2.2126 -0.0053 -0.0735 0.105
H 1.1341 0.0036 1.4069 0.119
H -1.5126 -1.9523 -0.6496 0.056
H -1.2185 1.2523 1.0880 0.062
H 0.9158 -1.7049 -1.0743 0.095
H -1.5240 1.9510 -0.6350 0.056
H -1.2358 -1.2779 1.0856 0.061
H 0.9048 1.7184 -1.0901 0.097

=====

One value per record, in order, for relative energy (zero: lowest compared OMol25 entry of this formula, charge and spin): 41.22; 112.22; 124.80; 49.33 kcal/mol.